(1)
Formula: C3H7N2
Source: OMol25
Level of theory: ωB97M-V with the def2-TZVPD basis set

XYZ file:
```
12
Properties=species:S:1:pos:R:3:forces:R:3
H -0.5845 -1.6253 1.4263 1.5631 0.9138 -1.2508
H 0.7062 -0.5344 -3.9774 0.9811 -0.3411 -3.3961
H -1.5979 -0.0928 0.0968 -1.5792 -0.0171 -0.1579
N 0.1133 -0.8705 1.0942 -1.7502 0.3362 -0.8491
H 0.6659 1.8605 0.1336 -1.6461 -0.8855 0.7190
C 0.4123 -0.4247 -3.0347 -1.2350 0.3507 4.7585
H -1.0472 2.2049 0.4230 1.6373 -1.7340 -0.1188
H 0.8713 -1.1599 0.4102 -0.3367 -0.2418 1.7861
H 0.2543 -0.2992 1.9456 1.3389 -0.5397 -0.3269
C 0.1238 -0.3617 -1.8553 -0.8497 0.5707 2.4429
N -0.2621 1.4732 0.4783 -0.3448 1.2403 -0.4653
C -0.5976 0.1733 0.2120 2.2213 0.3475 -3.1416
```
Positions in Å, forces in eV/Å.

The LUMO energy comes out at -4.931 eV. The spin multiplicity is 1. As for the total charge: +1.


(2)
Formula: C3H7N2O
Source: OMol25
Level of theory: ωB97M-V with the def2-TZVPD basis set

XYZ file:
```
13
Properties=species:S:1:pos:R:3:forces:R:3
H -2.7816 0.6569 -0.3169 1.1566 -2.6062 1.1212
H -0.4010 1.4543 1.0540 0.4396 -0.9710 -1.3825
N 2.2924 -0.7600 0.0452 -2.9135 0.8373 -0.5775
O -0.3504 -1.4687 0.0740 -0.9025 0.4882 0.1402
H 1.6427 -1.5659 -0.0667 0.8672 -0.3533 0.8563
H -0.5472 1.6717 -0.7150 0.4040 0.2226 -1.0141
C 1.5439 0.2996 -0.0428 -0.8108 4.1104 -1.2528
H 3.3280 -0.8140 0.0205 -0.9672 0.2952 -0.2157
H 1.9421 1.3213 -0.3440 0.7571 -1.5963 1.0254
H -2.9861 -1.0074 0.2270 -0.6696 -1.1580 0.0268
C -0.3191 0.9424 0.0280 2.9065 -3.2121 2.5374
C -1.0133 -0.4413 0.0217 0.0225 0.8686 -0.1605
N -2.3504 -0.2889 0.0150 -0.2901 3.0747 -1.1043
```
Positions in Å, forces in eV/Å.

The LUMO energy comes out at -4.814 eV. The spin multiplicity is 1. As for the total charge: +1.